A structure of composition C9H7AgBrF12NOP in a non-equilibrium geometry, computed with the ωB97M-V functional and the def2-TZVPD basis.

Cartesian coordinates (Å):
Ag (0.3286, -0.3688, 0.6120)
Br (-1.7348, 4.1080, -4.0022)
C (-1.2678, 2.6405, -2.9207)
C (0.0488, 2.2001, -2.8660)
C (0.3478, 1.1382, -2.0330)
N (-0.5710, 0.5293, -1.2828)
C (-1.8385, 0.9267, -1.3703)
C (-2.2367, 1.9751, -2.1811)
H (0.8227, 2.6842, -3.4404)
H (1.3627, 0.7660, -1.9582)
H (-2.5661, 0.3768, -0.7889)
H (-3.2721, 2.2727, -2.2247)
F (1.2391, 1.7770, 0.6467)
P (1.8107, 1.6754, 2.2592)
F (1.2155, 3.1182, 2.5394)
F (0.3219, 1.0101, 2.5974)
F (3.1997, 2.2572, 1.7641)
F (2.2876, 1.4428, 3.7453)
F (2.3104, 0.1417, 1.8303)
C (-0.3925, -4.6463, 1.1888)
C (-0.5478, -3.3503, 0.3698)
O (-0.1892, -2.2747, 1.0998)
C (-2.0191, -3.1929, -0.0950)
F (-2.2365, -1.9389, -0.5426)
F (-2.8801, -3.3891, 0.8989)
F (-2.3749, -4.0192, -1.0812)
C (0.3711, -3.4403, -0.8771)
F (1.6459, -3.5548, -0.5082)
F (0.2962, -2.3030, -1.6110)
F (0.0977, -4.4515, -1.6996)
H (-1.0489, -4.5976, 2.0535)
H (0.6364, -4.6995, 1.5343)
H (-0.6348, -5.5153, 0.5788)

Output
HOMO level (spin up / spin down) = -10.8 / -10.8 eV
charge = 0
multiplicity = 2
Kohn-Sham gap (spin up / spin down) = 10.35 / 7.06 eV

The ion C5H12NO with charge -1 in a non-equilibrium geometry, computed with the ωB97M-V functional and the def2-TZVPD basis.

Cartesian coordinates (Å):
C (0.6550, -1.7773, 1.5717)
C (-0.2504, -0.7085, 0.9731)
C (0.4161, 0.4234, 0.1515)
C (0.9024, -0.1662, -1.3183)
O (1.5996, 0.7785, -1.9441)
N (-0.3665, 1.6306, 0.0361)
C (-1.5239, 1.5090, -0.8912)
H (-0.0107, -2.5626, 1.9597)
H (1.4173, -1.9739, 0.7737)
H (1.3364, -1.4611, 2.3581)
H (-1.0008, -1.2219, 0.3772)
H (-0.7498, -0.2671, 1.9705)
H (1.4185, 0.5361, 0.5541)
H (1.4253, -1.0679, -1.0692)
H (-0.0746, -0.4931, -1.7538)
H (0.2861, 2.3152, -0.3946)
H (-2.2748, 2.2164, -0.6224)
H (-1.9320, 0.4702, -0.8287)
H (-1.2732, 1.8203, -1.9034)

Output
ΔE to the lowest compared entry with this formula, charge and spin = 31.1 kcal/mol
HOMO level = -2.2 eV
charge = -1
Kohn-Sham gap = 6.25 eV

A cluster of 4 separate species, C12H28N4O4 in total in a non-equilibrium geometry, computed with the ωB97M-V functional and the def2-TZVPD basis.

Cartesian coordinates (Å):
C (-0.3595, 5.1182, 0.2441)
O (-0.8217, 5.5459, -0.8735)
N (-0.7736, 4.1594, 1.0042)
C (-0.0872, 3.8413, 2.1934)
C (-1.9257, 3.3014, 0.6297)
H (0.5398, 5.5445, 0.7151)
H (0.9306, 4.2242, 2.2675)
H (0.0460, 2.7723, 2.3598)
H (-0.5567, 4.2059, 3.1071)
H (-2.6363, 3.8768, 0.0362)
H (-1.7297, 2.3999, 0.0491)
H (-2.3873, 3.1479, 1.6051)
C (3.5739, -7.0304, 0.4495)
O (2.8066, -8.0115, 0.6999)
N (3.7491, -5.9532, 1.2104)
C (4.8878, -4.9913, 1.0635)
C (3.0117, -5.7465, 2.4414)
H (4.2256, -6.9664, -0.4355)
H (5.6834, -5.5841, 0.6122)
H (5.4057, -4.8747, 2.0155)
H (4.8186, -4.1139, 0.4205)
H (2.1177, -6.3698, 2.4249)
H (3.6924, -5.9784, 3.2605)
H (2.5568, -4.7572, 2.3914)
C (-0.7767, -0.6541, 0.3932)
O (-1.2120, -0.0885, 1.4067)
N (0.4554, -1.1002, 0.2739)
C (0.9629, -1.3497, -1.0922)
C (1.3484, -1.3450, 1.4328)
H (-1.2408, -0.8144, -0.5923)
H (0.5373, -0.8507, -1.9628)
H (0.5374, -2.3476, -1.1989)
H (2.0527, -1.3291, -1.0793)
H (2.2445, -0.7354, 1.5483)
H (0.8649, -1.3217, 2.4094)
H (1.7457, -2.3491, 1.2847)
C (-2.3984, 2.2290, -2.3914)
O (-2.3869, 1.0356, -2.2520)
N (-3.5887, 2.9524, -2.5342)
C (-4.8902, 2.3442, -2.7535)
C (-3.5126, 4.3935, -2.8822)
H (-1.5157, 2.8592, -2.2016)
H (-4.8392, 1.3693, -2.2686)
H (-4.9406, 1.9853, -3.7814)
H (-5.7201, 3.0349, -2.6038)
H (-2.6414, 4.9007, -2.4676)
H (-3.4411, 4.4749, -3.9668)
H (-4.4126, 4.9458, -2.6120)

Output
ΔE to the lowest compared entry with this formula, charge and spin = 53.3 kcal/mol
HOMO level (spin up / spin down) = 0.7 / -6.3 eV
charge = -1
multiplicity = 2
Kohn-Sham gap (spin up / spin down) = 1.77 / 8.69 eV

An isolated molecule of C5H10N4OS2 in a non-equilibrium geometry, computed with the ωB97M-V functional and the def2-TZVPD basis.

Cartesian coordinates (Å):
C (2.6535, 0.2423, 1.5864)
C (2.1860, 0.6511, 0.4876)
C (2.0693, -0.1769, -0.7227)
S (0.5023, 0.1948, -1.6938)
N (-0.3942, -0.3448, -0.4040)
N (-0.9593, 0.5980, 0.3563)
C (-1.9350, 1.3799, -0.1461)
N (-2.5199, 2.2669, 0.7941)
O (-2.4269, 1.2913, -1.2531)
C (-0.9776, -1.7488, -0.4239)
N (-0.8616, -2.3568, -1.5590)
S (-1.7210, -2.3151, 0.8581)
H (2.4234, 0.6062, 2.6407)
H (3.2778, -0.6857, 1.5596)
H (1.5351, 1.5452, 0.5103)
H (2.0558, -1.1813, -0.4854)
H (2.8169, -0.1131, -1.4941)
H (-0.5816, 0.7868, 1.3197)
H (-2.6074, 1.8384, 1.6632)
H (-3.3090, 2.6287, 0.4141)
H (-0.6004, -1.7403, -2.3672)
H (-0.6262, -3.3667, -1.6408)

Output
ΔE to the lowest compared entry with this formula, charge and spin = 0.0 kcal/mol
HOMO level = -8.5 eV
charge = 0
Kohn-Sham gap = 8.96 eV

An isolated molecule of C4H6O2, computed with the ωB97M-V functional and the def2-TZVPD basis.

Cartesian coordinates (Å):
C (1.9619, -0.9023, -0.0942)
C (0.7954, -0.3444, -0.0157)
C (-0.3749, 0.2144, 0.0880)
C (-0.6277, 1.6921, 0.1262)
O (-1.5787, -0.4711, 0.1579)
O (-1.4194, -1.8691, 0.2372)
H (2.5354, -1.1491, 0.7869)
H (2.4199, -1.1387, -1.0435)
H (0.3110, 2.2288, 0.0335)
H (-1.1089, 1.9556, 1.0660)
H (-1.2929, 1.9737, -0.6881)
H (-1.6211, -2.1899, -0.6541)

Output
ΔE to the lowest compared entry with this formula, charge and spin = 112.5 kcal/mol
HOMO level = -8.8 eV
charge = 0
Kohn-Sham gap = 9.70 eV

A cluster of 2 separate species, C3H8N in total in a non-equilibrium geometry, computed with the ωB97M-V functional and the def2-TZVPD basis.

Cartesian coordinates (Å):
C (1.5835, -0.4688, 0.4610)
C (-0.4685, -1.4569, -0.0595)
C (-0.6884, 1.9586, -0.5723)
N (0.4276, -0.3981, -0.0369)
H (2.1656, 0.3567, 0.4113)
H (2.0593, -1.4499, 0.8192)
H (-1.3328, -1.2223, -0.7715)
H (-0.9250, -1.5477, 0.9445)
H (0.2131, -2.2288, -0.5398)
H (-1.4852, 2.1416, 0.1114)
H (-1.0885, 1.7879, -1.6814)
H (0.2076, 2.4480, -0.3007)

Output
ΔE to the lowest compared entry with this formula, charge and spin = 102.5 kcal/mol
HOMO level (spin up / spin down) = -15.4 / -15.0 eV
charge = +1
Kohn-Sham gap (spin up / spin down) = 8.43 / 7.41 eV

The ion C7H12BrN2S with charge +1 in a non-equilibrium geometry, computed with the ωB97M-V functional and the def2-TZVPD basis.

Cartesian coordinates (Å):
C (-1.5800, 1.4938, -0.0568)
C (-0.2640, 1.0835, -0.0443)
C (-3.7070, 0.6330, -0.5103)
C (0.8027, -1.5039, -1.2756)
C (0.9882, -2.1300, 1.2606)
C (0.8241, 2.0304, -0.3983)
C (1.0529, -1.0384, 0.1751)
N (-0.1422, -0.1606, 0.3736)
N (-2.5482, 0.6042, 0.1987)
S (2.2742, 1.9011, 0.5961)
Br (-5.0810, -0.4683, 0.0850)
H (-1.8303, 2.5542, -0.3073)
H (-0.1406, -2.0151, -1.3139)
H (1.7810, -2.0734, -1.4599)
H (0.8335, -0.6034, -2.0151)
H (-0.0442, -2.4001, 1.3583)
H (1.3554, -1.8330, 2.2324)
H (1.7055, -2.9468, 0.9560)
H (1.1374, 1.7678, -1.3573)
H (0.4877, 2.9719, -0.4585)
H (2.0387, -0.4479, 0.1418)
H (-1.9032, -0.2766, 0.3792)
H (1.9592, 2.8575, 1.4405)

Output
ΔE to the lowest compared entry with this formula, charge and spin = 111.6 kcal/mol
HOMO level (spin up / spin down) = -13.0 / -12.9 eV
charge = +1
Kohn-Sham gap (spin up / spin down) = 6.38 / 5.92 eV

A structure of composition C6H9LiO6Tl in a non-equilibrium geometry, computed with the ωB97M-V functional and the def2-TZVPD basis.

Cartesian coordinates (Å):
H (-2.6623, 0.9364, 1.7654)
O (3.4942, 0.6734, -4.0500)
O (1.8974, 0.0138, -2.6758)
C (0.7134, -0.7510, -2.4844)
C (0.4693, -0.8895, -0.9963)
O (1.6895, -0.2718, -4.9018)
C (2.3455, 0.1801, -3.9309)
H (-0.1374, -0.2495, -2.9667)
H (0.8309, -1.7490, -2.9296)
H (1.3643, -1.3027, -0.4837)
H (-0.3256, -1.6423, -0.8148)
O (-1.4925, 1.7311, 4.4898)
O (-1.8520, -0.3535, 3.7981)
C (-0.8991, -0.2625, 2.7273)
C (-1.4841, 0.4418, 1.5101)
O (0.1293, 0.2786, -0.3688)
C (-1.8907, 0.5770, 4.7740)
H (0.0041, 0.2540, 3.0750)
H (-0.6352, -1.3000, 2.4842)
H (-1.0724, 1.4620, 1.4881)
H (-1.9681, -0.3109, 0.8671)
Tl (3.5386, 0.6324, -6.6537)
Li (-2.0571, 1.9022, 6.2775)

Output
ΔE to the lowest compared entry with this formula, charge and spin = 0.0 kcal/mol
HOMO level (spin up / spin down) = -7.4 / -7.4 eV
charge = 0
multiplicity = 2
Kohn-Sham gap (spin up / spin down) = 6.80 / 6.48 eV

| no. | electronic energy (Ha) |
| --- | --- |
| 1 | -4738.0739 |
| 2 | -327.6464 |
| 3 | -993.9072 |
| 4 | -1287.0816 |
| 5 | -306.3270 |
| 6 | -173.4194 |
| 7 | -3355.1802 |
| 8 | -865.3485 |